[1]
127
Properties=species:S:1:pos:R:3:forces:R:3 method="wB97M-V/def2-TZVPD" homo_lumo_gap_ev=5.80 charge=0 homo_ev=-8.7 energy_ha=-4904.74184
Ca 15.8456 20.2328 12.0423 -0.5723 -0.1503 -0.5521
O 15.1253 14.7704 17.4711 -0.1144 0.9007 -0.3391
C 15.4808 15.9135 17.3427 0.4423 -2.0481 -2.4401
O 15.5842 16.6018 16.1658 -0.6609 -0.8687 1.5062
B 15.7814 18.0088 16.5375 0.7838 -1.0956 -0.7312
O 15.9298 18.0264 17.9518 0.5871 0.9326 0.4265
C 15.9947 16.7693 18.4275 -1.3609 1.4178 0.5889
O 16.1721 16.4586 19.5534 0.7170 -0.1262 0.6347
O 14.6808 18.7722 15.9140 -0.4808 0.3220 0.4227
C 15.0582 19.2628 14.7880 -0.4649 -0.1279 0.0949
O 14.3304 19.6413 13.8761 1.2584 0.2296 0.8094
C 16.6123 19.1764 14.7508 -0.9517 -2.2604 2.8278
O 17.0379 18.4636 15.7914 -1.2076 1.7185 -1.3997
O 17.2529 19.6012 13.8474 1.4660 1.1753 -2.1170
O 14.9339 22.2715 12.8615 3.9175 -0.0568 -0.0414
C 13.7624 22.1651 12.8162 -5.8992 0.1252 -0.0193
O 12.8565 22.8258 13.4936 0.5099 -0.9407 -0.3650
B 11.3782 22.4083 13.0789 0.2040 0.6317 0.8368
O 11.6956 21.4235 12.0119 -0.2793 -0.1417 -0.3710
C 12.9611 21.2310 11.7885 -1.0098 2.2165 1.4667
O 13.4394 20.6141 10.8844 1.5463 -1.0958 -0.4557
O 10.7073 23.6526 12.7439 -0.4759 1.2152 -0.9395
C 9.6250 23.9296 13.5225 1.8064 -3.9718 1.4174
O 8.9130 24.8423 13.6528 -0.5524 1.8691 -0.8719
C 9.5324 22.6255 14.4523 0.6093 0.5605 -1.2994
O 10.5503 21.8225 14.1080 0.8037 -0.3873 0.0645
O 8.7123 22.3706 15.2574 -0.7043 -0.0480 0.7389
C 11.8808 12.3178 17.1775 0.8218 0.1065 0.3168
C 10.8962 13.2107 16.4218 0.9405 -0.9147 -0.9536
C 9.6322 13.1766 17.2487 -1.5542 1.1818 -1.1367
C 8.6187 14.3059 16.8063 -0.4270 -1.8634 1.2136
C 9.3723 15.5448 17.1348 -0.0041 0.0553 -0.8592
C 10.6492 15.7081 16.2824 0.3080 0.2309 0.3498
N 11.5346 14.5303 16.4686 -0.5936 0.2251 0.0904
O 12.6559 14.5624 15.5462 -2.0177 -0.0813 -0.3925
C 10.3121 16.0048 14.8266 -0.2296 0.7033 -0.7766
C 11.4592 16.8546 16.8786 -0.1265 0.7030 -0.1839
C 10.6119 12.7599 14.9628 -0.6113 0.5794 0.1586
H 12.9239 12.3525 16.8040 -0.7000 -0.2717 -0.3799
H 11.5273 11.2729 17.2698 0.2483 0.5271 0.1188
H 11.9944 12.8499 18.1428 -0.2272 -0.8422 -0.0630
H 9.1904 12.1921 17.1425 0.0345 -0.2644 0.2457
H 9.9134 13.3944 18.2720 -0.1794 -0.2086 0.3749
H 7.6534 14.2345 17.3766 0.9619 0.0679 -0.0262
H 8.2458 14.2319 15.7917 0.5062 -0.0956 -0.4872
H 9.5122 15.4965 18.2080 0.6164 0.4500 0.2207
H 8.7678 16.3867 16.8981 -0.4638 1.0909 0.0208
H 11.1765 15.7004 14.2247 -0.1163 0.3843 0.0515
H 9.4554 15.4498 14.4015 0.2014 0.3667 0.4507
H 10.1263 17.1105 14.7010 0.1518 -1.1151 0.0088
H 11.7179 16.4943 17.8562 0.4770 0.1460 0.6225
H 12.3537 17.0588 16.2921 0.1665 -0.1617 -0.0022
H 10.9530 17.8319 16.9854 -0.2081 -0.5868 -0.1926
H 10.0660 13.5543 14.4571 0.2932 0.2259 -0.0986
H 9.8912 11.9504 14.8484 0.3864 -0.5600 0.4622
H 11.5226 12.5762 14.4098 0.1698 -0.1850 -0.0410
H 13.3680 14.6762 16.1464 1.3967 0.1027 0.8616
C 12.0851 12.2096 21.2772 -1.1230 0.3904 -0.3749
C 11.1348 11.3814 20.6556 1.1206 1.7598 0.9977
C 11.5159 10.1656 20.2626 0.5770 -1.6941 -0.2993
C 12.8130 9.7581 20.4995 0.3225 -0.9702 0.1628
C 13.7658 10.4841 21.1509 0.5431 1.3881 -1.0777
C 13.3844 11.7999 21.4596 -1.0384 -1.5008 0.1669
N 13.2846 8.5100 19.8912 -0.2948 -1.1392 -2.2685
O 12.4428 7.7316 19.3825 1.5758 1.3148 1.3799
O 14.5014 8.4042 19.7340 -1.3095 -0.4812 0.4309
H 11.7263 13.2102 21.5425 0.5653 -0.2719 0.0215
H 10.1888 11.7728 20.4249 -1.2240 0.2958 -0.1216
H 10.8809 9.4969 19.7511 -0.6627 -0.5777 -0.5371
H 14.8085 10.1412 21.0643 -0.6652 0.2559 0.6780
H 14.0353 12.4663 21.8973 1.5946 1.2568 0.8232
C 22.2547 18.1679 10.3778 0.8302 -3.1535 -0.6322
C 22.0446 19.4427 10.7125 -0.2296 2.6838 0.9245
C 20.7752 19.9644 10.7715 -1.0814 -0.4571 0.0571
C 19.6997 19.0515 10.5818 1.1252 2.2213 -0.2310
C 19.9048 17.7481 10.2464 -0.1947 -3.0337 -0.2250
C 21.2335 17.2735 10.0948 -1.4598 0.2437 0.2848
N 18.3835 19.6390 10.5747 -1.2682 -0.9987 -0.8225
O 17.3898 18.9545 10.2669 0.7556 -0.0008 0.7475
O 18.2410 20.8178 10.8148 0.0180 0.7329 0.7443
H 23.2639 17.7890 10.3894 0.2208 -0.0328 -0.1743
H 22.8792 20.0664 11.0022 0.0326 0.1040 -0.2312
H 20.5965 21.0211 10.9739 -0.0289 -0.4592 0.0032
H 19.0532 16.9974 10.1960 1.0839 1.3366 -0.1935
H 21.4095 16.2169 9.8272 -0.0443 0.8280 0.2448
C 12.4395 13.7412 11.8564 -1.0747 -1.5586 -1.1577
C 13.7242 13.4908 12.1534 2.8403 1.0029 0.7694
C 14.6535 14.5437 12.3412 -1.7935 -0.7512 -0.4545
C 14.1204 15.8093 12.1228 1.5971 -1.0326 0.8850
C 12.8032 16.0296 11.8031 0.8564 1.5310 0.2410
C 11.9624 14.9872 11.6274 -2.5769 1.0102 -0.5250
N 15.0521 16.8977 12.3877 -0.4110 2.0088 -0.2514
O 14.7659 18.0479 11.9444 0.3617 -1.7724 -0.0412
O 16.0450 16.7051 13.0508 -0.2257 -0.0236 -0.3398
H 11.8530 12.8735 11.6331 -0.6508 -0.2204 0.1834
H 14.0385 12.4806 12.2232 0.3840 -0.7063 0.2404
H 15.6707 14.3777 12.6355 0.2229 0.0011 -0.0108
H 12.5207 17.0500 11.8059 -0.6262 0.8053 -0.4287
H 10.8960 15.1805 11.3202 1.2989 -0.3228 0.5025
C 19.4941 20.3371 19.9623 -0.8609 -1.3555 -0.5937
C 20.5938 20.4187 20.8016 -0.9302 -1.0804 -0.9437
C 21.1950 19.2702 21.2595 0.9887 -0.4307 0.6785
C 20.6768 18.0670 20.8522 1.0018 -1.0742 0.8064
C 19.6420 17.9266 19.9744 -0.4348 -0.7549 -0.6786
C 19.0435 19.0660 19.4886 0.1326 1.8826 0.7149
N 21.3148 16.7917 21.3971 -0.2552 1.2712 -0.1984
O 20.6800 15.7697 21.2769 0.2020 -0.1852 0.0171
O 22.4038 16.9061 21.9296 -0.3282 -0.2651 -0.1338
H 18.8902 21.2051 19.6918 0.5567 -0.0929 -0.0319
H 20.9935 21.3476 20.9987 0.6987 1.8730 0.8309
H 22.0693 19.2500 21.9329 -0.6081 0.2178 -0.4877
H 19.3685 16.9135 19.6837 -0.1962 0.3262 0.0197
H 18.2003 19.0744 18.8110 0.0175 -0.3607 -0.0046
C 13.2122 18.3361 22.3241 -0.3135 0.1173 0.9624
C 14.3629 18.1870 21.5607 0.2516 -0.1924 -0.7037
C 15.4436 19.0700 21.6300 -1.4707 -0.0021 0.7068
C 15.2213 20.1251 22.4917 1.6698 0.5848 -1.1112
C 14.1192 20.3132 23.2625 -0.5228 0.1584 -0.3962
C 13.0765 19.4455 23.1953 0.6524 -2.6727 -1.5401
N 16.2379 21.2162 22.4617 1.1551 -0.3592 0.8266
O 16.2811 22.0175 23.3815 -0.5491 -0.1879 -0.4545
O 17.0782 21.1711 21.5751 -0.5648 0.1594 0.0270
H 12.4097 17.5656 22.3771 0.7423 0.6764 -0.5759
H 14.4365 17.4403 20.7911 -0.0897 -0.5901 0.2189
H 16.3532 18.9633 21.0662 -0.0311 -0.0295 -0.1813
H 14.0446 21.2219 23.7467 -0.0756 1.6007 1.3587
H 12.1891 19.4314 23.7531 -0.9206 0.7624 0.9092

---

[2]
101
Properties=species:S:1:pos:R:3:forces:R:3 method="wB97M-V/def2-TZVPD" homo_lumo_gap_ev=6.54 charge=0 relative_energy_kcal_mol=17.3 homo_ev=-6.7 energy_ha=-5601.99142
Sc -0.1638 -0.3830 -0.0455 -0.0664 0.6694 -0.6438
C 2.5348 6.0352 0.6615 -0.0742 -0.0122 -0.0319
C 1.6574 5.5880 -0.5044 0.0705 0.0422 0.0666
N 0.4302 4.9314 -0.0968 0.1322 -0.0761 -0.0452
C 0.3642 3.6133 0.3087 -0.1020 -0.1709 -0.3020
S -1.0844 3.1544 1.0892 -0.0273 -0.1061 0.1945
N 1.4208 2.8899 0.0061 -0.0045 0.0199 0.1534
N 1.4447 1.5304 0.2586 0.3060 0.3202 0.0280
C 2.5870 1.1616 0.7370 0.0589 0.0917 0.0683
C 3.6066 2.1443 1.2262 -0.0267 -0.0330 -0.0342
C 2.9627 -0.2649 0.6313 -0.0473 -0.1890 -0.1126
C 4.0877 -0.8107 1.2470 0.0058 0.0539 -0.0016
C 4.4778 -2.0979 0.9230 -0.0156 -0.0282 -0.0188
C 3.7422 -2.8202 -0.0008 0.0582 0.0147 0.0245
C 2.5905 -2.2426 -0.4977 -0.0923 0.0353 -0.0799
N 2.2111 -1.0008 -0.2016 -0.0339 0.0279 0.1380
H 3.4519 6.5023 0.2977 0.0027 0.0067 0.0043
H 2.8038 5.1774 1.2749 0.0187 -0.0194 0.0350
H 2.0096 6.7560 1.2905 0.0088 -0.0050 0.0075
H 2.2161 4.9029 -1.1373 -0.0120 -0.0093 -0.0170
H 1.3856 6.4550 -1.1121 -0.0135 -0.0126 -0.0310
H -0.2756 5.5049 0.3335 -0.0249 -0.0105 0.0404
H 3.1068 2.9901 1.6885 0.0013 0.0044 0.0141
H 4.1885 2.5317 0.3848 -0.0105 0.0286 0.0148
H 4.2916 1.6942 1.9392 0.0296 0.0067 -0.0041
H 4.6600 -0.2388 1.9597 0.0038 0.0038 -0.0056
H 5.3549 -2.5308 1.3862 0.0042 0.0080 0.0048
H 4.0216 -3.8222 -0.2923 -0.0064 -0.0019 -0.0075
H 1.9297 -2.7830 -1.1639 0.0331 0.0311 0.0139
N -0.2548 0.2833 2.1652 -0.0001 0.0480 0.0288
C -1.6088 0.0384 2.6750 -0.0084 -0.0782 -0.0677
C -2.6092 0.0413 1.5251 -0.1103 0.0014 0.2934
O -3.7931 0.2069 1.7200 0.0237 0.0013 -0.0914
O -2.0673 -0.2127 0.3618 -0.1928 -0.1972 0.0041
H 0.4331 -0.1424 2.7775 0.0253 0.0568 0.0102
H -0.1265 1.2974 2.1070 0.0540 -0.0244 0.0831
H -1.9059 0.7509 3.4434 -0.0519 0.0412 -0.0557
H -1.6381 -0.9688 3.0936 -0.0053 -0.0021 0.0194
C -0.5564 -4.5462 -1.3659 -0.0566 0.0039 -0.0889
N -1.5157 -3.4218 -1.4148 -0.0518 -0.0214 -0.1723
C -2.8280 -3.8538 -1.9058 0.0264 0.0386 -0.0106
C -2.6453 -3.9198 -3.4202 0.0305 -0.0294 0.0143
N -1.6376 -2.8771 -3.6390 -0.1722 -0.0007 -0.0324
C -0.9555 -2.8928 -4.9270 0.0439 0.0189 -0.0044
C -1.0677 -2.5345 -2.4295 0.0479 -0.0486 0.2301
N -0.2664 -1.5756 -2.1474 0.1681 -0.0658 -0.1103
C 0.1761 -0.7142 -3.2457 -0.0851 0.0478 0.0465
C 0.6335 0.6094 -2.6614 -0.0114 -0.1279 0.1366
N -0.4886 1.1173 -1.8847 -0.1496 -0.2473 -0.1163
C -1.0693 2.2450 -2.2070 0.2853 0.2957 0.2983
N -0.4875 3.3820 -2.7238 -0.1726 -0.1804 -0.2618
C 0.8376 3.5600 -3.2569 0.1502 -0.0023 0.1316
C -1.4821 4.4089 -2.9734 -0.0437 -0.0035 -0.0019
C -2.6414 3.9417 -2.1069 0.0711 -0.0025 0.0903
N -2.3823 2.5193 -2.0154 0.0319 -0.0372 -0.0771
C -3.3739 1.6497 -1.4402 -0.0089 -0.1083 0.0277
H -0.3219 -4.9464 -2.3626 -0.0228 0.0089 -0.0393
H -0.9781 -5.3401 -0.7517 0.0044 0.0520 -0.1510
H 0.3599 -4.1985 -0.8918 -0.0503 -0.0364 -0.0152
H -3.5604 -3.0887 -1.6408 -0.0134 -0.0203 0.0102
H -3.1164 -4.7957 -1.4452 0.0076 -0.0121 -0.0153
H -3.5565 -3.6914 -3.9733 -0.0059 0.0012 0.0085
H -2.2733 -4.8960 -3.7500 0.0143 0.0081 -0.0166
H -1.5660 -3.4742 -5.6147 -0.0054 -0.0055 0.0030
H 0.0248 -3.3735 -4.8567 -0.0011 0.0040 -0.0012
H -0.8310 -1.9027 -5.3549 -0.0083 -0.0225 -0.0110
H -0.6658 -0.5022 -3.9106 0.0279 0.0011 -0.0170
H 0.9767 -1.1921 -3.8201 0.0176 0.0318 0.0101
H 0.9891 1.2420 -3.4660 -0.0636 0.0755 -0.0870
H 1.4883 0.4278 -2.0003 0.0850 0.0579 -0.1042
H 1.5893 3.2004 -2.5539 -0.0363 -0.0492 -0.0022
H 0.9963 4.6292 -3.3954 0.0056 0.0060 0.0586
H 0.9824 3.0775 -4.2293 -0.0268 0.0722 -0.0436
H -1.7495 4.4579 -4.0372 -0.0088 -0.0017 0.0094
H -1.1021 5.3802 -2.6555 0.0292 0.0045 -0.0410
H -3.6194 4.1301 -2.5488 0.0068 -0.0203 -0.0228
H -2.5971 4.3879 -1.1079 -0.0399 0.0234 -0.0016
H -4.3266 1.8464 -1.9363 -0.0022 -0.0410 -0.0354
H -3.4977 1.8067 -0.3691 0.0437 0.0443 0.0451
H -3.0772 0.6170 -1.5888 -0.0382 -0.0116 -0.0187
C -2.6216 -8.2407 1.4164 0.0074 0.0283 0.0089
C -1.9558 -6.8907 1.4412 -0.0383 -0.0276 -0.0152
C -0.5793 -6.7655 1.4831 0.0718 -0.0370 0.0417
C 0.0535 -5.5242 1.5286 0.1029 0.0047 0.1386
C 1.5618 -5.5137 1.5371 -0.0211 -0.0236 0.0098
C -0.7136 -4.3542 1.5298 -0.1747 0.2560 0.0586
Se 0.1939 -2.6463 1.5087 -0.2293 -0.4423 0.4496
C -2.1212 -4.4610 1.5152 0.1553 -0.0906 0.0245
C -3.0270 -3.2698 1.5626 -0.0153 -0.0111 0.1020
C -2.7068 -5.7207 1.4623 0.0395 -0.0050 -0.0190
H -1.9456 -9.0065 1.0356 -0.0057 -0.0075 0.0027
H -3.5153 -8.2301 0.7912 0.0000 -0.0055 -0.0022
H -2.9302 -8.5396 2.4209 0.0004 -0.0101 -0.0046
H 0.0357 -7.6611 1.4733 0.0052 0.0030 -0.0050
H 1.9396 -6.0623 2.4024 0.0137 -0.0103 -0.0010
H 1.9463 -4.4972 1.5746 0.0268 -0.0782 0.0157
H 1.9543 -6.0073 0.6436 0.0021 -0.0154 -0.0233
H -2.7193 -2.5138 0.8523 0.0753 0.1723 -0.1143
H -3.0130 -2.8235 2.5588 0.0211 0.0870 0.0042
H -4.0588 -3.5531 1.3481 0.0240 -0.0228 0.0165
H -3.7909 -5.7868 1.4453 0.0059 -0.0016 -0.0056

---

[3]
56
Properties=species:S:1:pos:R:3:forces:R:3 method="wB97M-V/def2-TZVPD" homo_lumo_gap_ev=7.44 charge=+1 homo_ev=-11.1 energy_ha=-1576.07558
O 0.9975 1.1063 0.7919 0.6432 0.6156 -0.5056
O -3.7397 -3.4205 2.9414 -0.0302 -0.1344 -0.1782
O -3.6941 0.8607 2.5313 -0.4293 -0.3762 -1.0408
O -1.0222 0.1166 5.8069 0.3780 -0.2285 -0.2240
O 2.5806 2.6657 0.3398 -0.5257 -0.8809 -0.8376
O 3.1050 3.2935 -4.7812 0.0453 -0.1763 -0.1123
O -0.3300 -1.5416 -3.9204 0.0693 0.3977 -0.0119
O 0.0101 -0.6799 -6.8099 0.4774 -0.1251 0.5570
O 2.5345 0.4791 -7.2316 0.0056 0.2205 0.6532
C 1.7389 1.6655 0.0044 -1.1829 -0.5102 1.9678
C -3.2263 -2.5006 3.5558 -1.9721 -0.8953 0.4812
C -2.7367 0.9874 3.2688 -0.3104 -0.9290 -1.2856
C -0.9760 -0.9558 5.2113 -0.8449 0.7745 0.3147
C 1.6975 1.2337 -1.3869 1.2659 0.2960 -2.4308
C 2.6250 1.4856 -2.3680 -0.2459 0.0375 0.3612
C 0.9993 0.3497 -3.3380 -1.2840 -0.5312 2.1245
N -2.8381 1.7159 4.3526 0.7723 1.0137 1.8272
N 0.6908 0.4975 -1.9939 0.2403 -0.0404 -1.5040
N -0.8090 -2.1223 5.8496 0.0384 -0.6766 -0.1397
N -2.0157 -2.0846 3.1730 1.9538 0.8807 0.3361
N 2.1691 0.9049 -3.5583 0.9238 0.9105 0.6479
C -3.9576 -1.9078 4.7452 0.1873 0.1382 -0.3293
C -0.6390 -2.2660 7.2960 0.0462 0.2951 -0.1377
C 3.7971 2.0759 -5.0839 0.1432 0.6927 0.3540
C 0.1402 -0.2802 -4.4036 -0.3005 -1.1982 -0.2039
C 0.9230 -0.4741 -5.7154 -0.4344 1.1675 -0.2604
C 1.8468 0.7250 -6.0023 -0.3720 -0.8152 -0.6309
C 2.8762 0.8613 -4.8622 0.3392 0.5564 -1.0816
C -1.4067 0.3275 2.9617 0.2093 0.2075 0.7409
C -1.1365 -1.0159 3.6760 -0.2438 -0.3267 -0.5625
H 2.4472 2.8203 1.2898 0.0715 0.0067 0.0010
H 3.6190 4.0731 -5.0712 -0.2856 -0.7525 0.1355
H -0.7901 -2.0349 -4.6301 0.2858 0.5649 0.3244
H -0.5288 0.1090 -7.0119 0.4161 -0.2953 0.3911
H 1.9228 0.1407 -7.9155 0.1638 0.1947 0.6809
H 3.5412 2.0602 -2.2391 -0.3418 -0.3074 -0.4486
H -2.1077 1.6499 5.0516 -0.2986 0.1103 0.0821
H -3.7354 2.1256 4.5384 -0.0419 0.0422 0.1753
H -0.1432 0.1265 -1.5278 0.4083 0.1863 -0.3004
H -0.8195 -2.9646 5.2940 -0.0222 0.0978 0.0216
H -1.6890 -2.5819 2.3603 -0.0002 -0.0282 -0.0408
H -3.5003 -2.2385 5.6735 0.0913 0.0746 0.1236
H -4.9888 -2.2575 4.7207 0.1841 -0.0632 -0.1188
H -3.9656 -0.8257 4.6948 0.0868 0.2398 0.1831
H -0.9887 -3.2483 7.6184 0.0310 0.1018 -0.1834
H -1.2105 -1.4997 7.8250 0.0752 -0.0627 -0.2017
H 0.4146 -2.1578 7.5595 -0.0662 -0.0011 0.0965
H 4.1528 2.0935 -6.1207 -0.2144 -0.4055 0.1333
H 4.6807 1.9874 -4.4430 -0.0127 -0.0941 0.0282
H -0.7134 0.3822 -4.5900 0.0612 0.1561 0.0233
H 1.5539 -1.3658 -5.6077 -0.3343 0.0106 -0.2857
H 1.2561 1.6465 -6.0818 0.0120 0.0705 0.1253
H 3.5087 -0.0317 -4.8830 -0.0544 0.0488 0.0986
H -1.3673 0.1658 1.8855 -0.0676 -0.1256 0.1053
H -0.6129 1.0278 3.2187 0.1505 -0.0384 0.0484
H -0.1396 -1.3047 3.3416 0.1395 -0.0913 -0.0869